1.
6
Properties=species:S:1:pos:R:3:forces:R:3 method="wB97M-V/def2-TZVPD" homo_ev=-10.21 fmax_ev_per_a=6.03 de_lowest_kcal_mol=20.07 smiles="FC=C(F)F" e_tot_ev=-10240.42928
F 1.81648 0.31095 -0.14387 -1.041 1.381 -0.295
F -0.95968 1.50059 -0.06237 -0.710 1.250 -0.258
F -1.65021 -0.61582 -0.15442 0.796 1.479 0.912
C -0.61263 0.27294 0.00108 -1.694 -1.510 -1.247
C 0.57262 -0.24281 -0.08895 4.178 -3.420 2.682
H 0.83343 -1.22586 0.44853 -1.529 0.820 -1.793

=====

2.
46
Properties=species:S:1:pos:R:3:forces:R:3 method="wB97M-V/def2-TZVPD" homo_ev="-7.49 / -7.72" fmax_ev_per_a=0.75 spin_multiplicity=5 de_lowest_kcal_mol=25.50 e_tot_ev=-73398.55594 s2=6.015
Cr -0.60049 -1.50641 -1.31323 -0.503 0.263 0.384
S -0.70662 2.52987 -3.63149 0.004 0.061 0.069
O 3.03160 -1.28024 2.69374 -0.062 0.037 -0.085
O 1.40250 -1.61349 -1.20319 -0.433 0.042 -0.129
O -2.53166 -1.59594 -1.12580 0.467 0.071 0.006
N -0.34356 -1.50921 0.67411 0.018 0.009 -0.120
N 0.98554 -1.45621 1.06492 0.087 0.026 -0.049
N -0.43982 0.94663 -1.59988 0.070 -0.035 -0.252
N -0.35173 -0.20117 -3.60536 0.359 -0.624 0.218
C 4.12490 -1.54098 -0.79594 -0.037 -0.021 -0.024
C -0.88646 4.86764 -0.31907 0.000 0.011 0.019
C -4.63395 -1.41363 -0.13222 0.021 -0.018 0.009
C 1.79281 -1.51077 0.02643 0.173 -0.074 0.161
C -1.25633 -1.37644 1.56731 -0.033 -0.066 -0.190
C -3.53020 -1.22927 2.39127 -0.068 0.002 -0.070
C 3.24908 -1.46987 0.29077 -0.022 0.004 -0.067
C -0.47515 0.97948 -2.88676 -0.020 0.025 0.065
C -5.44070 -1.28428 0.97218 -0.055 0.004 -0.029
C -0.70201 3.86910 0.64175 0.001 0.024 0.002
C -4.89765 -1.19200 2.25666 0.119 -0.002 0.053
C 3.78662 -1.36608 1.58500 0.019 0.060 0.054
C -0.54113 2.54781 0.27634 0.002 0.021 0.000
C -3.22697 -1.46308 -0.02622 -0.166 -0.019 0.022
C 5.49305 -1.51457 -0.62834 0.013 0.001 0.013
C 6.01325 -1.41161 0.65958 0.008 -0.004 0.028
C 5.17361 -1.33785 1.75083 -0.057 0.000 0.022
C -0.91019 4.56266 -1.66676 0.000 -0.019 -0.032
C -2.67324 -1.36283 1.28247 0.054 0.008 0.056
C -0.56159 2.22740 -1.07756 -0.081 -0.066 0.067
C -0.74078 3.23353 -2.03284 -0.006 -0.020 -0.028
H -5.53576 -1.09383 3.12345 -0.005 0.008 0.001
H -1.01057 5.89498 -0.00465 -0.001 0.004 -0.001
H -5.05610 -1.48327 -1.12621 0.011 -0.008 -0.005
H -0.94461 -1.25324 2.60293 0.040 -0.016 0.020
H 7.08514 -1.38828 0.81123 0.002 -0.001 0.001
H -0.39763 1.76813 1.01219 0.001 -0.029 -0.011
H -3.08103 -1.15616 3.37527 -0.003 -0.001 0.014
H -6.51562 -1.25171 0.84109 0.000 -0.003 -0.002
H -0.34446 -0.14494 -4.61225 -0.173 0.100 0.011
H -0.68569 4.13793 1.68925 -0.002 0.002 0.006
H 5.55817 -1.25314 2.75837 0.017 -0.005 -0.001
H 3.69178 -1.62424 -1.78295 0.005 0.001 -0.002
H 2.08681 -1.28660 2.40205 0.054 -0.092 0.032
H 0.44642 -0.75303 -3.28427 0.189 0.325 -0.225
H -1.05196 5.33439 -2.41096 0.001 0.010 0.002
H 6.15238 -1.57517 -1.48323 -0.005 0.004 -0.010

=====

3.
14
Properties=species:S:1:pos:R:3:forces:R:3 method="wB97M-V/def2-TZVPD" homo_ev=-9.69 fmax_ev_per_a=0.64 de_lowest_kcal_mol=47.69 e_tot_ev=-9845.21173
O 1.67011 0.18753 -0.88355 -0.025 -0.069 -0.029
O -0.36269 0.90753 -2.03457 0.217 -0.198 0.382
N 0.11720 0.53884 0.50903 0.259 0.040 0.025
C 0.04465 0.07943 -1.28295 -0.252 0.080 -0.579
C 1.38618 0.50022 0.33740 -0.227 -0.033 0.112
C -0.31708 -1.37979 -1.27953 0.010 -0.076 -0.001
C -0.69369 0.85817 1.64932 -0.081 0.074 0.144
H -1.32271 0.00364 1.92126 0.151 0.075 -0.007
H 0.12656 -1.91824 -0.44527 0.029 0.043 -0.055
H -1.36345 1.68204 1.38944 0.081 -0.022 0.070
H -0.09389 1.15095 2.51878 -0.045 -0.050 -0.105
H -1.40595 -1.46626 -1.23489 0.136 0.072 0.003
H 0.02234 -1.81218 -2.22350 -0.006 0.040 0.082
H 2.19242 0.66813 1.05903 -0.248 0.026 -0.041

=====

4.
18
Properties=species:S:1:pos:R:3:forces:R:3 method="wB97M-V/def2-TZVPD" homo_ev=-8.94 fmax_ev_per_a=1.31 de_lowest_kcal_mol=13.72 smiles="S=C(c1cnc[nH]1)n1ccnc1" e_tot_ev=-24151.53388
S 0.08135 2.75474 0.02181 -0.006 -0.306 0.026
N 1.40122 -0.97925 0.29569 0.014 -0.164 0.047
N -1.13910 0.42404 -0.04432 -0.238 -0.404 -0.005
N -2.66512 -1.09741 -0.54940 0.006 -0.593 -0.327
N 3.43119 -0.25461 -0.16587 0.619 -0.117 -0.034
C 2.57309 0.76780 -0.31216 -0.695 -0.062 0.052
C -3.25082 -0.10087 0.17823 0.202 0.439 0.155
C 2.71233 -1.28207 0.20843 -0.199 -0.173 0.060
C -2.33538 0.85709 0.47972 -0.506 0.074 0.220
C 1.27632 0.35480 -0.03275 0.540 0.038 -0.171
C 0.06536 1.11273 -0.02511 0.122 1.304 0.007
C -1.41963 -0.77031 -0.66682 0.025 -0.266 -0.134
H -2.40648 1.77599 1.02250 0.035 0.160 0.071
H -0.69717 -1.31581 -1.24099 0.237 -0.026 -0.097
H -4.29096 -0.14357 0.42841 -0.202 0.088 0.109
H 2.89965 1.74009 -0.62011 -0.048 0.229 -0.055
H 0.65766 -1.58789 0.60033 0.107 0.025 0.002
H 3.10648 -2.25550 0.42242 -0.013 -0.247 0.074

=====

5.
7
Properties=species:S:1:pos:R:3:forces:R:3 method="wB97M-V/def2-TZVPD" homo_ev=-8.83 fmax_ev_per_a=2.41 de_lowest_kcal_mol=43.15 smiles="S=C(S)n1ss1" e_tot_ev=-45881.65373
S -1.86560 -1.48292 -0.05471 0.186 -1.025 -0.378
S 0.72488 1.92303 0.05195 -0.663 0.018 -0.479
S 1.58352 -0.93811 0.15568 0.618 1.126 -1.343
S -2.39810 0.48838 -0.02590 -0.690 0.886 0.007
N -0.89037 -0.16221 0.38579 -0.378 0.418 0.398
C 0.30078 0.34583 0.05933 2.252 -0.451 0.720
H 2.54490 -0.17401 -0.57214 -1.325 -0.972 1.076

=====

6.
87
Properties=species:S:1:pos:R:3:forces:R:3 method="wB97M-V/def2-TZVPD" homo_ev="-8.38 / -8.25" fmax_ev_per_a=3.68 charge=+1 de_lowest_kcal_mol=7.46 e_tot_ev=-78095.84178
Sc -0.72409 -0.33801 -1.80283 -0.844 -0.333 2.729
P 2.16693 2.08051 1.17356 -0.958 -0.402 -0.197
P 0.81236 -2.46461 -0.22091 -0.168 -0.312 -0.582
Si 0.71952 -0.50994 4.13510 -0.542 -0.934 1.151
C -2.29589 1.09358 0.92669 0.682 -0.524 -0.814
C -2.34848 1.79244 -0.28890 -0.615 -1.286 -0.486
C -1.00759 0.54006 -4.78961 -0.175 0.231 -0.479
C 1.89246 3.07326 -0.28850 0.118 -0.194 -0.302
C 0.79594 -0.06773 2.32605 1.206 2.490 -2.419
C -0.11726 -1.55518 -3.64700 1.173 -0.951 -0.535
C -0.16821 1.67314 -4.13321 -0.034 0.514 -0.491
C -2.77047 0.87777 -1.32710 0.092 -0.417 1.280
C 2.44722 -2.76868 -0.99239 0.028 -0.056 -0.045
C -0.54109 -1.84784 4.53134 -0.033 0.055 -0.042
C 1.28445 0.53235 -2.39691 1.236 -0.143 -0.381
C -3.45664 1.30974 -2.57518 -0.503 0.357 -0.442
C -3.37876 -1.68327 -1.33392 -0.469 -0.407 -0.182
C 0.22170 0.99909 5.14059 0.020 0.277 -0.297
C -2.12278 3.24666 -0.44404 -0.167 0.557 -0.026
C 1.29487 -3.00896 1.45475 -0.090 0.142 0.360
C 1.28425 -1.33314 -4.19672 0.493 -0.049 -0.055
C -1.17219 -0.72742 -3.96612 -0.823 0.754 -0.964
C -2.85143 -0.43895 -0.71333 0.204 1.391 0.733
C 1.71064 3.16184 2.54458 0.049 0.062 0.361
C -2.29831 -1.36228 1.66058 0.268 -0.362 0.288
C 0.27851 1.45123 -2.70615 -0.035 0.935 -0.074
C -0.10326 -3.98076 -0.71716 -0.022 -0.063 -0.073
C 1.12108 0.66384 1.35983 -0.272 -1.098 2.376
C 2.05247 -0.16734 -3.50607 0.467 -0.266 -0.223
C -2.46423 -0.29138 0.65493 -0.620 0.450 -1.089
C 2.43409 -1.08141 4.63939 0.077 0.127 -0.313
C 3.83360 1.39813 1.19371 0.345 0.047 0.065
C -2.05007 1.65905 2.27390 0.445 0.029 0.382
H 0.91596 1.84616 5.04282 -0.181 -0.296 0.248
H -0.42848 -2.09567 5.60287 -0.057 0.063 -0.409
H 2.55647 3.79033 2.85717 -0.242 -0.091 -0.180
H 2.34943 0.55868 -4.28737 -0.063 -0.166 0.405
H -4.45876 1.71299 -2.33441 0.279 -0.102 -0.122
H 3.18762 -0.30623 4.43168 -0.133 -0.201 0.173
H -2.95239 -1.25828 2.53811 0.005 0.031 -0.230
H 1.27720 -1.13668 -5.28367 -0.249 -0.138 0.305
H -0.81958 -4.23567 0.07186 0.117 0.010 -0.112
H 0.02021 2.26759 -2.01648 0.087 -0.445 -0.134
H 4.55812 2.08196 1.65477 -0.222 -0.071 -0.155
H -4.40427 -1.50877 -1.70358 0.356 -0.186 -0.043
H 1.88038 -2.26255 -4.08598 -0.427 0.414 -0.043
H -2.01346 0.93963 -5.02652 0.513 -0.273 0.201
H -1.57220 -1.49624 4.36393 0.405 -0.121 0.133
H 2.73587 -1.99279 4.10250 -0.095 0.203 0.247
H -3.62395 0.48062 -3.28125 0.170 0.361 0.168
H 1.36352 2.56353 3.39411 0.238 0.191 -0.322
H 0.21624 0.69063 6.19841 -0.023 0.090 -0.314
H 3.15530 -2.01485 -0.63136 -0.005 -0.145 -0.047
H 2.78544 -3.77312 -0.70350 0.086 0.272 -0.095
H 0.70516 1.87219 -4.78286 -0.216 0.000 0.281
H -2.20600 -1.07264 -3.91218 0.232 -0.233 0.038
H 4.14904 1.18881 0.16010 -0.167 0.069 0.291
H 1.83090 -3.96954 1.41639 -0.228 0.267 -0.009
H 2.54677 3.94658 -0.28757 0.012 0.007 0.227
H -1.26425 -1.32173 2.04168 -0.242 -0.245 -0.013
H -2.90719 2.12483 -3.07765 -0.213 -0.372 -0.013
H -0.39954 -2.76737 3.94563 -0.044 0.258 0.284
H 0.59834 -4.81524 -0.86063 -0.302 0.133 0.020
H -0.78242 1.35838 4.86511 0.319 -0.170 0.188
H -1.98399 2.75555 2.24931 -0.073 -0.243 0.110
H 0.85099 3.39507 -0.32533 0.024 0.018 0.162
H 1.78330 0.51306 -1.41781 -0.224 0.200 -0.154
H -0.28530 -2.58007 -3.31567 -0.363 0.059 -0.122
H 0.40991 -3.10000 2.09209 0.160 -0.063 -0.126
H 2.99845 -0.57386 -3.10370 -0.346 0.251 -0.067
H -0.67600 -3.80473 -1.63279 0.162 -0.173 0.103
H -2.78867 -2.06529 -2.18926 -0.206 -0.036 0.199
H 2.42299 -1.28588 5.72213 0.073 0.051 -0.359
H -1.09668 1.26586 2.65126 -0.234 0.258 0.169
H 1.94588 -2.25008 1.89333 0.076 -0.185 0.014
H -2.46465 -2.35774 1.22755 0.062 0.181 0.196
H -1.33129 3.58135 0.24251 -0.093 0.111 -0.202
H 2.08975 2.50097 -1.19466 0.045 -0.018 0.041
H -3.02066 3.83131 -0.18979 0.200 -0.044 -0.132
H -3.44088 -2.48407 -0.58547 0.034 0.114 -0.284
H 0.86762 3.79377 2.21593 0.391 -0.235 0.052
H -1.84184 3.50069 -1.47400 -0.019 0.049 0.219
H -2.81582 1.36567 3.00789 0.048 0.152 -0.248
H -0.76484 2.60078 -4.15956 0.225 -0.309 0.007
H 2.40425 -2.70269 -2.07832 -0.042 0.020 0.035
H -0.55346 0.32008 -5.77383 -0.170 -0.131 0.293
H 3.81208 0.45897 1.75704 0.030 0.238 -0.088